Density functional theory data (wB97M-V/def2-TZVPD) for C3H5LiO4 as an isolated structure at a distorted geometry.

Geometry as XYZ:
```
13
Properties=species:S:1:pos:R:3:lowdin_charge:R:1
O 3.58 -0.09 -0.50 -0.75
O 0.40 -1.65 -0.49 -0.39
C -0.87 -1.43 -0.04 -0.47
C -1.10 -0.02 0.51 -0.18
O -0.88 0.93 -0.56 -0.10
C -0.16 2.00 -0.53 -0.18
O 0.99 1.74 0.10 -0.03
Li 1.75 -0.46 -0.40 0.58
H -1.17 -2.10 0.80 0.09
H -1.64 -1.58 -0.84 0.10
H -0.41 0.17 1.35 0.12
H -2.14 0.14 0.82 0.11
H 1.66 2.36 -0.22 0.09
```

Its expectation value of S² is 0.75. The calculation puts the HOMO-LUMO gap (alpha / beta) at 7.743 / 7.174 eV. The max |F| comes out at 1.5 eV/A. The value obtained for the LUMO energy (alpha / beta) is 3.45 / 3.41 eV. As for the net charge: -1. As for the multiplicity: 2.